Density functional theory data (wB97M-V/def2-TZVPD) for a cluster of 25 separate species, C60H142BN31O48 in total.

```
282
Properties=species:S:1:pos:R:3:forces:R:3:lowdin_charge:R:1
C -0.262687 -2.659636 -1.392077 -1.3 1.5 0.6 0.0372
C -0.584308 -1.516215 -0.279356 1.0 -0.6 -1.8 -0.3338
C -0.059274 -2.106055 1.058836 -0.9 -1.0 -0.3 -0.1479
C 0.115625 -1.144243 2.201282 -0.1 -0.2 -1.4 -0.1333
C 1.224039 -0.281852 1.629283 1.2 1.5 1.1 -0.1321
C 0.926904 0.621125 0.428515 -0.8 -0.1 0.1 -0.3988
N 0.213111 -0.228223 -0.609896 0.1 3.4 -7.8 0.1812
O 0.190539 0.291924 -1.974400 0.1 -3.8 9.2 0.1201
C 2.228743 1.234730 -0.150349 -1.2 -0.8 -0.9 0.0232
C -0.029819 1.794926 0.872968 1.3 -0.8 0.1 0.0246
C -2.042414 -1.002825 -0.242083 -0.2 0.3 0.6 0.0179
H -0.739586 -2.420976 -2.342713 -0.1 0.2 0.0 0.0686
H -0.791046 -3.507793 -0.956680 0.2 -0.3 -0.1 0.0736
H 0.778362 -2.909038 -1.597303 0.1 0.3 0.5 0.0691
H 0.862338 -2.624781 0.794915 0.2 0.0 0.3 0.1194
H -0.761351 -2.883265 1.360726 -0.3 -0.2 -0.4 0.1150
H 0.296450 -1.649447 3.150055 0.7 0.1 -0.1 0.1171
H -0.864248 -0.694599 2.361866 0.3 0.8 0.0 0.0901
H 2.129436 -0.810588 1.331307 -0.3 -0.8 0.1 0.0984
H 1.655525 0.384566 2.376150 -0.2 0.3 0.1 0.1074
H 2.800442 0.398950 -0.553746 0.5 0.2 0.2 0.0765
H 2.769176 1.822220 0.591865 -0.1 -0.3 0.1 0.1047
H 1.933554 1.854977 -0.996663 0.2 0.2 0.1 0.0677
H -0.056880 2.547844 0.085261 -0.8 -0.2 0.0 0.0824
H 0.583941 2.200359 1.677341 -0.1 0.2 0.1 0.0881
H -0.933997 1.423488 1.355259 -0.2 0.4 -0.6 0.0703
H -2.581309 -0.693207 -1.137538 1.0 -0.1 -0.6 0.0690
H -2.015996 -0.102039 0.371085 -0.4 0.0 0.2 0.0655
H -2.738560 -1.706208 0.214792 0.4 -0.3 0.4 0.0757
O 5.955778 -1.717946 -9.325583 0.4 0.2 3.0 0.1115
C 5.764833 -1.600031 -8.111747 1.1 -1.6 -3.2 -0.3781
O 4.675081 -1.100181 -7.634886 -1.1 1.2 2.0 0.2224
B 4.632333 -1.178592 -6.146659 0.9 -0.8 -1.5 -0.7908
O 5.982389 -1.765527 -5.779437 -0.4 -0.7 -0.4 0.1791
C 6.637910 -2.156241 -6.893004 2.5 -0.5 -1.8 -0.3052
O 7.727214 -2.741756 -7.052290 -3.9 1.9 1.4 0.1069
O 3.368028 -1.945254 -5.860515 1.0 -1.3 -0.2 0.2571
C 2.622612 -1.327022 -5.019936 -0.7 1.0 0.4 -0.3873
O 1.508593 -1.623574 -4.641019 0.7 0.0 0.1 0.0866
C 3.371542 -0.001459 -4.685768 -0.9 -2.8 -1.5 -0.4685
O 4.440667 0.041796 -5.393099 2.0 0.2 -1.2 0.2427
O 3.014605 0.842516 -3.981665 -1.6 3.2 3.1 0.1775
C 0.301724 8.019329 -6.217572 -2.1 -0.7 0.6 -0.0443
C -0.328165 7.054084 -5.177052 1.5 0.2 0.2 -0.2042
O -1.008531 5.999148 -5.899906 -0.4 -0.9 0.5 0.0353
C -1.701783 5.061195 -5.228678 -0.5 0.8 2.2 -0.5234
O -1.692746 4.841666 -4.002225 0.4 0.5 -2.5 0.0591
O -2.552937 4.488478 -6.071509 1.4 1.3 -1.5 0.0082
C -3.433781 3.497317 -5.708027 -1.2 -1.2 1.3 -0.0637
H -0.612801 8.412188 -6.661877 0.4 0.5 -0.7 0.0714
H 0.894825 7.480781 -6.956696 0.1 0.1 0.2 0.0803
H 0.829552 8.830882 -5.716699 0.1 -0.2 -0.1 0.0816
H -1.050193 7.546005 -4.525290 0.0 0.1 -0.1 0.1264
H 0.507296 6.698131 -4.574216 -0.4 -0.7 0.1 0.0912
H -2.927962 2.542487 -5.564651 0.0 -0.1 0.1 0.0896
H -4.216021 3.369442 -6.456250 0.4 0.3 -0.4 0.0984
H -3.975894 3.773289 -4.803562 0.2 -0.1 0.3 0.1004
C -1.601010 -8.541145 -2.326026 -0.2 -1.0 0.7 -0.0544
C -0.489632 -8.007931 -1.462851 -0.2 -0.9 0.1 -0.2819
O -0.876927 -6.842312 -0.829320 -1.3 2.3 1.9 -0.0547
C -1.770281 -6.771667 0.281304 0.5 -5.0 -1.6 -0.5087
O -2.270241 -7.766547 0.853807 1.7 3.3 -1.6 0.1000
O -1.975952 -5.516534 0.409033 -0.4 0.5 -0.3 0.0166
C -3.012620 -5.148916 1.277696 -0.5 1.4 2.4 -0.0249
H -1.967473 -7.861874 -3.095704 0.4 -0.4 -0.1 0.0574
H -2.426236 -8.787823 -1.658001 -0.2 0.0 -0.1 0.0839
H -1.226742 -9.488721 -2.713483 -0.3 0.0 -0.5 0.0902
H 0.351940 -7.759511 -2.109498 0.2 0.1 0.4 0.0893
H -0.202298 -8.716267 -0.685798 0.1 -0.4 -0.3 0.1311
H -3.622947 -5.934030 1.724017 0.1 -0.4 -0.8 0.1026
H -3.614751 -4.344904 0.854471 0.1 -0.2 -0.3 0.0759
H -2.502046 -4.742644 2.150819 -0.2 0.3 0.1 0.0843
C -3.486239 -1.540314 5.805803 0.6 0.0 -1.2 -0.0335
C -2.527967 -0.754727 4.887059 -0.8 0.2 0.3 -0.1915
O -2.640163 0.600988 5.316798 0.5 1.0 -0.1 -0.0166
C -1.890033 1.520772 4.666322 -1.9 1.0 2.9 -0.4865
O -1.032007 1.269252 3.878381 0.0 0.8 -0.2 0.1330
O -2.243009 2.793890 5.175577 2.3 -1.8 -2.5 -0.0450
C -3.403723 3.069233 5.922444 -0.4 -0.2 0.0 -0.0469
H -4.551345 -1.342400 5.685502 0.1 0.4 -0.1 0.0757
H -3.178303 -1.327908 6.829600 -0.1 -0.3 0.0 0.0856
H -3.347283 -2.580801 5.512219 0.0 -0.3 0.5 0.0619
H -2.751097 -0.684287 3.822473 -0.2 -0.9 -0.1 0.1236
H -1.519095 -1.142770 5.027406 0.2 0.2 0.0 0.1231
H -3.107868 3.288329 6.948393 -0.2 -0.3 0.1 0.1014
H -4.107857 2.243089 5.823584 -0.1 0.2 0.4 0.0876
H -3.834387 3.978732 5.503585 0.0 0.0 -0.1 0.0828
C -6.083181 5.951915 3.992727 1.0 1.5 -1.8 -0.0280
C -4.927215 6.709585 3.161436 -1.5 -0.1 2.3 -0.1712
O -3.672648 6.242978 3.673341 0.9 -0.9 -1.7 0.0185
C -2.839406 5.631186 2.789375 -0.3 -0.4 0.4 -0.5861
O -3.092909 5.221288 1.683211 -1.1 0.7 0.2 0.0860
O -1.690512 5.470726 3.348610 2.1 -0.2 1.8 0.0462
C -0.644136 4.783477 2.617805 -0.7 -0.3 -1.5 0.0174
H -7.025675 6.249548 3.533132 -0.2 -0.1 0.0 0.0666
H -6.124660 6.281129 5.030994 0.3 -0.4 0.0 0.0732
H -5.966062 4.882025 3.820324 0.1 0.1 0.4 0.0445
H -4.830915 7.756223 3.450199 -0.8 0.2 -0.1 0.1172
H -5.143146 6.667351 2.093885 0.7 -0.6 0.0 0.1177
H -0.759180 5.141829 1.594840 0.6 0.0 -0.1 0.0909
H -0.801133 3.707084 2.548275 -0.6 0.0 0.5 0.0680
H 0.375857 4.890905 2.986823 -0.5 0.9 0.6 0.0886
C -5.054527 2.231636 2.090021 -0.1 1.5 -0.5 -0.0624
C -6.111906 1.949137 3.104706 0.5 -0.9 1.0 -0.2091
O -7.160339 1.106135 2.599958 -1.3 0.2 -0.3 0.0180
C -8.433815 1.366933 2.964045 -0.6 2.7 2.3 -0.5205
O -8.773555 2.153067 3.893819 0.8 -2.9 -3.1 0.0723
O -9.234266 0.727530 2.109022 1.5 -0.3 -1.1 -0.0328
C -10.608596 0.476252 2.348788 0.4 0.7 0.8 -0.0264
H -4.241411 2.624556 2.700398 0.5 -0.2 -0.2 0.0764
H -5.310875 3.084880 1.462034 -0.2 0.1 -0.2 0.0813
H -4.691882 1.488652 1.379696 -0.1 -0.4 0.6 0.0619
H -6.499278 2.836079 3.606079 -0.3 0.0 -0.4 0.1032
H -5.611794 1.378781 3.887442 -0.3 -0.3 0.3 0.1143
H -11.123486 1.435280 2.291647 -0.3 -0.1 0.7 0.0993
H -10.545585 -0.030479 3.311777 -1.3 0.1 0.1 0.1063
H -11.046703 -0.131206 1.556848 0.6 -0.3 0.1 0.0923
C 0.555996 -5.160667 3.675829 -0.8 0.5 -0.2 -0.0444
C -0.372754 -5.615083 4.787484 0.3 -0.6 0.9 -0.1793
O -1.771870 -5.467746 4.412826 0.5 0.0 0.5 0.0132
C -2.759561 -5.787375 5.261511 -0.8 -0.7 0.3 -0.5115
O -2.707799 -6.274340 6.394801 0.0 1.4 -2.8 0.1045
O -3.914209 -5.500205 4.520351 0.9 -1.2 1.1 -0.0513
C -5.129096 -5.838658 5.221843 -0.2 1.0 0.6 -0.0473
H 0.486743 -4.090610 3.480196 0.0 0.2 0.3 0.0667
H 0.277960 -5.607036 2.721087 0.2 -0.4 0.1 0.0750
H 1.594098 -5.398776 3.907641 -0.2 -0.2 -0.1 0.0663
H -0.186426 -5.144479 5.752839 -0.3 0.8 -0.4 0.0863
H -0.139677 -6.644404 5.060022 -0.5 -0.5 -0.5 0.1281
H -5.190297 -6.852639 5.617056 0.6 0.1 0.0 0.0968
H -6.028457 -5.685687 4.625305 0.6 0.1 -0.7 0.0893
H -5.182549 -5.069559 5.992381 -0.3 -0.5 0.5 0.0926
C 4.178450 7.463132 1.628808 -0.8 -0.9 0.8 -0.0412
C 3.682244 6.024575 1.825890 1.0 0.0 0.1 -0.2053
O 2.419358 5.857502 1.145614 -0.6 -1.0 -0.7 0.0232
C 2.381965 5.097924 0.018903 1.4 1.4 -0.5 -0.5101
O 3.385252 4.589262 -0.465243 -1.8 0.1 0.4 0.0836
O 1.146075 5.196412 -0.531626 0.9 0.2 0.8 -0.0056
C 0.960603 4.812528 -1.891332 -0.8 -0.4 -0.7 -0.0365
H 4.436037 7.639565 0.584473 -0.2 0.3 0.2 0.0832
H 5.012207 7.686791 2.294333 0.2 -0.2 -0.2 0.0789
H 3.343025 8.022712 2.049572 0.1 0.7 -0.7 0.0836
H 3.510510 5.825771 2.883756 -0.3 0.2 -0.1 0.0968
H 4.431336 5.300724 1.504976 -0.3 -0.1 -0.4 0.0972
H 0.030926 5.211039 -2.297512 -0.3 0.5 0.8 0.0669
H 0.746631 3.744752 -1.938066 0.8 -0.2 -0.2 0.0801
H 1.672316 5.214565 -2.612391 0.7 -0.5 0.4 0.0938
C 0.760215 1.185924 -6.336841 -0.6 -0.4 -0.1 -0.0572
C 0.827889 2.684906 -6.143437 0.4 -0.5 -0.4 -0.1529
O 2.187742 3.133494 -6.495833 -0.6 -1.4 0.8 0.0069
C 2.710455 4.277907 -6.017226 -2.9 0.4 -2.9 -0.5460
O 2.031788 5.058248 -5.393382 1.4 -0.1 0.9 0.1189
O 3.754918 4.599721 -6.788824 0.7 1.5 2.4 0.0209
C 4.494888 3.642629 -7.463208 -0.4 -2.0 -2.3 -0.0680
H 0.743302 0.695383 -5.363600 0.6 -0.4 -0.3 0.0629
H 1.451861 0.817981 -7.094689 0.5 -0.1 0.5 0.1049
H -0.186763 0.918405 -6.805640 -0.4 0.2 0.1 0.0741
H 0.532912 2.884480 -5.113260 0.4 0.7 -0.1 0.1232
H 0.082543 3.037918 -6.856136 0.4 1.1 0.1 0.1238
H 5.298986 4.069016 -8.062980 0.2 0.4 0.9 0.1027
H 3.862525 3.231957 -8.250335 -0.3 -0.1 -0.2 0.0923
H 4.765364 2.723688 -6.943108 0.4 0.5 0.7 0.0971
C 5.730018 3.088817 -2.927755 0.2 3.0 3.0 -0.7691
O 6.588136 3.727592 -2.315301 1.3 -0.4 -0.2 -0.0022
N 5.860133 1.922803 -3.459239 1.9 -3.7 -1.5 0.1934
N 4.485538 3.504974 -2.912642 -2.8 0.9 -0.7 0.1879
H 5.096585 1.477754 -3.948139 0.5 -0.1 0.1 0.0706
H 6.705766 1.450857 -3.172415 -0.2 -0.2 -0.8 0.1155
H 4.263392 4.280179 -2.304535 -0.1 -0.3 -0.1 0.0823
H 3.816684 2.761863 -3.055916 -0.5 0.5 0.1 0.0796
C 1.840999 0.842570 6.180114 -0.6 0.6 1.2 -0.8563
O 1.041593 1.330228 6.930064 -3.0 1.3 2.7 0.0306
N 2.721035 -0.020548 6.498038 2.9 -3.3 2.7 0.1998
N 1.939756 1.208791 4.973540 -0.2 2.4 -6.3 0.1989
H 2.490817 -0.516684 7.347123 0.8 -0.3 -0.3 0.0974
H 3.405591 -0.310819 5.814498 -0.2 -0.4 0.4 0.0951
H 2.507908 0.645296 4.357279 -0.2 0.3 -0.3 0.0660
H 1.195583 1.790121 4.615288 0.2 -0.2 -0.3 0.0966
C -5.752872 -1.946355 0.126361 2.1 -0.4 2.1 -0.8266
O -5.003746 -2.148760 1.046349 0.9 0.2 2.2 0.0574
N -5.927998 -2.819737 -0.794026 -0.2 -4.5 -4.2 0.1525
N -6.472741 -0.929299 -0.147124 -2.6 5.9 0.5 0.2008
H -6.679680 -2.544951 -1.410108 -0.1 -1.5 -0.1 0.1155
H -5.758788 -3.759812 -0.465808 -0.3 -0.1 -0.7 0.1214
H -6.789652 -0.748878 -1.088990 -0.1 0.2 0.6 0.1189
H -6.582645 -0.217130 0.560572 0.1 0.4 -0.3 0.1110
C 1.598052 5.166573 5.466981 -4.5 4.7 0.2 -0.8106
O 1.514134 6.383140 5.239706 -0.7 0.0 0.0 -0.0077
N 0.614089 4.362604 5.863907 -3.0 -0.2 1.1 0.1860
N 2.637145 4.527774 5.274440 6.9 -4.1 -1.3 0.1986
H 0.741529 3.370721 6.005380 -0.1 0.1 0.3 0.0598
H -0.243669 4.780542 6.195091 0.2 -0.2 -0.1 0.1131
H 2.626692 3.579556 5.622111 1.1 -0.1 -0.7 0.1012
H 3.327474 4.895810 4.635623 0.2 -0.5 0.7 0.1060
C -1.153836 -2.683891 -7.384892 3.3 3.3 -1.1 -0.8208
O -0.631691 -2.182081 -8.365012 -0.2 -0.2 -1.5 0.0422
N -1.873131 -3.722833 -7.311256 -3.8 -6.3 -1.5 0.1831
N -0.921322 -2.195341 -6.207462 0.9 2.8 4.1 0.1694
H -2.171101 -4.137419 -6.439796 0.0 0.4 0.0 0.0878
H -1.800076 -4.349793 -8.099720 -0.4 0.1 0.0 0.1270
H -0.250599 -1.442989 -6.142623 -0.2 -0.2 0.1 0.0907
H -1.259780 -2.614532 -5.353168 0.0 0.1 0.1 0.0682
C -2.633185 2.999612 -0.847948 -1.6 1.4 -0.4 -0.8355
O -3.093439 2.258996 -0.045827 -1.0 -3.6 3.3 0.0529
N -2.873648 4.268503 -0.800632 -0.8 5.1 1.5 0.1989
N -2.084116 2.681298 -1.951338 3.2 -2.7 -5.0 0.2093
H -3.140490 4.615784 0.109476 0.0 0.2 -0.3 0.0534
H -2.611345 4.957763 -1.490719 0.1 -0.4 0.0 0.1077
H -2.290581 1.779884 -2.357451 0.4 -0.2 0.0 0.0868
H -1.792452 3.417303 -2.578500 -0.2 -0.3 -0.2 0.0641
C 4.599906 -1.612312 -1.009519 -1.2 0.1 2.6 -0.7681
O 4.010463 -1.841387 0.028357 -1.1 -0.5 2.0 0.0007
N 5.520553 -0.697773 -1.070430 2.7 2.4 -0.5 0.2036
N 4.299278 -2.222268 -2.081787 -0.5 -2.0 -5.4 0.2382
H 6.065184 -0.654459 -0.220960 0.1 0.7 0.3 0.0655
H 6.007337 -0.491571 -1.931018 -0.1 -0.3 0.1 0.1033
H 3.648931 -2.989377 -2.175070 0.0 0.4 0.1 0.0898
H 4.891595 -1.978640 -2.862748 -0.3 -0.7 -0.3 0.1214
C 1.567987 -5.045987 -3.742913 -1.2 -1.2 -2.8 -0.7253
O 2.177139 -4.536647 -2.862529 1.8 1.8 2.7 0.0437
N 1.503871 -6.349852 -3.963586 0.0 -2.7 0.7 0.1780
N 0.937694 -4.399686 -4.696174 -1.2 2.1 -1.0 0.2059
H 2.034917 -6.942805 -3.341894 -0.1 -0.3 -0.6 0.1153
H 1.069944 -6.655070 -4.823027 0.5 -0.5 0.4 0.1175
H 1.062864 -3.397829 -4.669423 -0.4 0.5 -0.5 0.0618
H 0.308870 -4.825984 -5.361710 0.4 0.3 0.1 0.1039
C -3.391417 -0.411451 -4.184779 1.2 0.4 4.1 -0.8025
O -2.364118 -0.182932 -3.553776 0.2 -0.2 0.3 0.0214
N -4.571986 -0.632863 -3.657166 -3.4 -0.4 4.1 0.1688
N -3.515670 -0.465159 -5.426784 1.1 0.0 -8.4 0.1901
H -4.602283 -0.762810 -2.656019 -0.2 0.3 -0.1 0.0915
H -5.430506 -0.741478 -4.177971 0.5 -0.1 0.2 0.1100
H -4.404324 -0.478780 -5.906580 0.4 -0.3 0.2 0.1279
H -2.711997 -0.769095 -5.957656 0.1 0.4 -0.3 0.1022
C -2.915852 -4.442407 -3.371470 -1.3 3.0 -1.0 -0.8060
O -2.727291 -3.517147 -4.125926 0.1 2.5 -1.7 0.0363
N -3.879590 -4.476716 -2.495069 -2.5 0.4 2.2 0.2019
N -2.198939 -5.469664 -3.444000 3.6 -5.4 -0.3 0.2130
H -4.213031 -5.377181 -2.181918 -0.2 0.5 0.1 0.1231
H -4.456351 -3.647661 -2.484301 -0.2 -0.3 0.4 0.0846
H -1.584724 -5.498521 -4.245248 0.2 -0.3 0.7 0.1136
H -2.165196 -6.121626 -2.673345 0.5 0.1 -0.4 0.0801
C 7.747116 0.752725 0.840162 2.2 -0.9 0.7 -0.7301
O 6.843845 0.021397 1.169978 -0.9 -1.4 1.1 0.0099
N 9.031003 0.674052 1.244424 1.3 -1.5 2.0 0.1695
N 7.667690 1.680805 -0.037947 -1.1 3.0 -3.0 0.2005
H 9.779030 1.230788 0.856360 -0.3 -0.2 0.2 0.1083
H 9.254575 0.030729 1.990243 0.0 0.2 -0.2 0.1177
H 8.517642 2.206779 -0.182976 -0.9 0.4 -0.7 0.1268
H 6.823788 1.769122 -0.585792 0.3 0.6 -0.1 0.1037
C 3.555159 -2.199438 3.715176 -0.6 1.2 -3.0 -0.7861
O 3.333617 -1.018971 3.826913 0.3 3.6 1.3 -0.0058
N 3.924973 -2.710564 2.587622 1.5 -0.4 -3.4 0.2070
N 3.205765 -3.091855 4.516958 -1.7 -3.8 6.0 0.2215
H 3.689191 -3.687246 2.484691 0.4 0.0 -1.0 0.0722
H 3.786922 -2.045665 1.839996 0.6 -0.7 -0.6 0.0628
H 3.101628 -4.035776 4.173060 0.1 0.2 0.8 0.1008
H 2.830633 -2.753219 5.391429 -0.4 -0.8 0.4 0.0865
C 0.968233 -3.196792 8.011380 2.7 3.0 -1.9 -0.7347
O 1.747812 -2.655342 7.189537 -1.0 -0.3 1.3 0.0020
N 0.443610 -2.703515 9.096068 -0.5 3.1 2.1 0.1815
N 0.585366 -4.399843 7.919954 -1.0 -7.6 -2.4 0.1581
H 0.666037 -1.736008 9.281941 -0.5 -0.2 0.6 0.1312
H -0.052190 -3.356522 9.685864 0.2 1.1 0.3 0.1195
H 1.038054 -5.012035 7.256331 0.0 0.3 0.1 0.1173
H -0.107541 -4.891480 8.466110 0.1 0.5 0.1 0.1290
C 2.769579 -5.617937 0.505867 3.3 1.5 1.2 -0.6839
O 3.136832 -5.614092 1.703919 -0.9 0.2 -1.0 -0.0119
N 3.221895 -4.786700 -0.451363 1.5 2.3 1.7 0.1711
N 2.107320 -6.540828 -0.106831 -3.0 -3.8 -0.7 0.1786
H 2.855890 -4.724904 -1.390685 0.0 -0.2 0.2 0.0217
H 3.796645 -4.047109 -0.073497 -0.2 0.4 -0.4 0.0804
H 1.905766 -7.421412 0.344873 -0.3 0.3 -0.2 0.1260
H 1.830058 -6.317730 -1.052060 -0.2 -0.7 0.3 0.0812
C 5.363320 2.180140 3.571785 -1.2 0.9 4.4 -0.7358
O 5.082372 2.456253 4.758863 0.7 1.1 -1.0 -0.0164
N 5.826298 2.962299 2.611463 1.3 2.8 -2.2 0.1737
N 5.162062 0.989393 3.135881 -0.4 -4.0 -1.8 0.1808
H 6.137209 3.917943 2.712313 -0.3 -0.3 0.5 0.1098
H 5.700543 2.659593 1.656131 0.1 0.1 0.2 0.0922
H 5.658917 0.722749 2.297948 -0.3 -0.5 0.1 0.0554
H 4.866010 0.229844 3.732162 -0.2 0.4 0.0 0.0884
```
Positions in Å, forces in eV/Å.

Calculated values
molecular weight: 2076.78 g/mol
HOMO-LUMO gap: 5.11 eV
DFT total energy: -209680.590 eV